# 1
ORCA calculation (ωB97M-V/def2-TZVPD) on 3 unconnected molecules or ions with the total composition C29H58FN6O6.

The geometry in XYZ format:
```
100
Properties=species:S:1:pos:R:3:lowdin_charge:R:1
C -3.40 -1.17 2.57 -0.114
C -2.10 -0.26 2.71 -0.249
C -2.42 1.27 2.85 -0.219
C -1.17 2.15 3.31 -0.180
C 0.13 1.92 2.41 -0.202
C 1.37 1.35 3.21 -0.185
C 1.41 -0.23 3.34 -0.203
C 1.38 -1.01 1.98 -0.209
C 2.75 -1.01 1.19 -0.195
C 3.17 -2.43 0.62 -0.191
C 1.93 -3.12 -0.08 -0.226
C 2.27 -3.87 -1.43 -0.207
C 1.10 -4.83 -1.93 -0.197
C -0.35 -4.32 -1.57 -0.209
C -1.46 -4.63 -2.65 -0.156
C -1.12 -4.14 -4.11 -0.092
N -1.58 -2.76 -4.42 0.063
C -1.19 -1.54 -3.85 -0.143
F -0.31 -1.36 -2.85 0.123
C -1.89 -0.49 -4.53 -0.064
C -1.73 1.04 -4.25 -0.109
C -3.11 1.76 -3.93 -0.182
C -3.11 2.08 -2.37 -0.209
C -2.09 3.21 -1.95 -0.187
C -2.25 3.39 -0.37 -0.152
C -1.62 4.81 0.01 -0.170
O -0.38 4.91 -0.72 -0.057
C -0.13 6.19 -1.19 -0.479
C 1.36 6.70 -1.01 0.015
O -0.92 6.91 -1.74 0.104
N -2.70 -1.13 -5.49 -0.051
N -3.55 -0.43 -6.35 0.147
C -2.49 -2.48 -5.41 -0.228
N -3.20 -3.31 -6.32 0.152
H -4.29 -0.75 3.10 0.071
H -3.16 -2.22 2.92 0.071
H -3.61 -1.27 1.46 0.063
H -1.51 -0.40 1.76 0.085
H -1.54 -0.58 3.63 0.103
H -3.21 1.40 3.65 0.112
H -2.85 1.73 1.91 0.087
H -1.50 3.22 3.17 0.096
H -1.01 1.89 4.39 0.108
H -0.14 1.34 1.49 0.080
H 0.43 2.95 2.06 0.101
H 2.33 1.76 2.80 0.104
H 1.30 1.76 4.26 0.107
H 0.58 -0.57 4.02 0.081
H 2.37 -0.51 3.85 0.102
H 1.05 -2.07 2.21 0.116
H 0.60 -0.61 1.27 0.079
H 3.56 -0.61 1.85 0.090
H 2.65 -0.30 0.31 0.113
H 4.04 -2.36 -0.08 0.107
H 3.46 -3.07 1.50 0.119
H 1.19 -2.32 -0.35 0.093
H 1.40 -3.86 0.58 0.122
H 3.20 -4.50 -1.35 0.114
H 2.48 -3.14 -2.26 0.111
H 1.24 -5.80 -1.37 0.117
H 1.27 -5.07 -3.01 0.094
H -0.42 -3.23 -1.33 0.085
H -0.66 -4.86 -0.64 0.123
H -1.65 -5.74 -2.68 0.123
H -2.40 -4.13 -2.29 0.126
H -0.04 -4.21 -4.40 0.133
H -1.68 -4.83 -4.81 0.122
H -0.96 1.18 -3.44 0.113
H -1.29 1.50 -5.18 0.124
H -3.92 1.01 -4.13 0.100
H -3.26 2.66 -4.57 0.117
H -2.85 1.13 -1.83 0.118
H -4.15 2.39 -2.10 0.115
H -2.31 4.16 -2.51 0.127
H -1.03 2.89 -2.16 0.109
H -1.59 2.62 0.11 0.093
H -3.33 3.32 -0.05 0.119
H -2.39 5.57 -0.27 0.131
H -1.49 4.80 1.13 0.119
H 1.69 6.97 -2.06 0.091
H 1.42 7.60 -0.35 0.092
H 2.01 5.85 -0.70 0.080
H -2.98 0.33 -6.74 0.123
H -3.78 -1.05 -7.13 0.110
H -4.19 -3.37 -6.08 0.122
H -2.77 -4.22 -6.45 0.098
C 2.57 0.03 7.25 0.050
N 1.29 -0.56 6.78 -0.446
O 0.26 0.03 7.07 0.059
O 1.36 -1.59 6.14 0.048
H 2.36 0.94 7.80 0.096
H 3.06 -0.71 7.88 0.102
H 3.17 0.24 6.36 0.091
C 7.24 0.84 2.84 0.045
N 6.04 0.26 3.50 -0.451
O 5.17 1.03 3.87 0.048
O 6.01 -0.95 3.63 0.063
H 7.13 1.92 2.80 0.095
H 8.11 0.57 3.44 0.103
H 7.30 0.42 1.84 0.101
```

Properties
* LUMO level: -2.632 eV
* net charge: +1
* HOMO energy: -12.0 eV

# 2
ORCA calculation (ωB97M-V/def2-TZVPD) on 3 unconnected molecules or ions with the total composition C29H58N5O3.

The geometry in XYZ format:
```
95
Properties=species:S:1:pos:R:3:lowdin_charge:R:1
C -2.16 -0.17 2.86 0.043
C -1.42 1.07 2.48 -0.532
O -1.49 2.07 3.12 0.156
O -0.61 0.97 1.38 -0.044
C -0.93 1.90 0.33 -0.149
C -0.83 1.26 -1.04 -0.137
C -2.02 0.41 -1.44 -0.102
N -2.32 -0.78 -0.57 0.009
C -3.73 -1.22 -0.69 -0.128
C -4.73 -0.18 -0.18 -0.080
C -5.46 -0.64 1.05 -0.500
N -6.67 0.07 1.31 0.118
O -5.05 -1.52 1.75 0.108
C -1.47 -1.79 -0.79 -0.322
N -1.87 -3.00 -1.23 0.228
N -0.11 -1.61 -0.50 0.063
C 0.35 -2.58 0.55 -0.168
C 1.20 -1.81 1.55 -0.170
C 1.64 -2.67 2.75 -0.144
C 1.36 -1.98 4.08 -0.127
N 0.20 -2.51 4.79 -0.122
C -0.48 -1.75 5.72 -0.116
C -1.54 -2.48 6.21 -0.088
C -1.49 -3.74 5.57 -0.094
C -0.40 -3.74 4.71 -0.098
H -1.51 -0.81 3.45 0.075
H -2.45 -0.73 1.98 0.055
H -3.05 0.08 3.41 0.098
H -0.19 2.70 0.37 0.133
H -1.90 2.36 0.51 0.133
H -0.81 2.08 -1.76 0.108
H 0.12 0.75 -1.15 0.109
H -2.88 1.08 -1.44 0.120
H -1.93 0.06 -2.47 0.138
H -3.94 -1.47 -1.73 0.138
H -3.86 -2.10 -0.06 0.110
H -4.21 0.75 0.08 0.122
H -5.43 0.08 -0.96 0.126
H -7.32 -0.61 1.70 0.098
H -6.48 0.78 2.01 0.102
H -1.30 -3.45 -1.93 0.141
H -2.62 -3.56 -0.85 0.132
H 0.46 -1.70 -1.34 0.146
H 0.88 -3.42 0.11 0.116
H -0.53 -2.97 1.06 0.124
H 2.02 -1.34 1.02 0.110
H 0.56 -1.02 1.92 0.080
H 1.15 -3.64 2.68 0.090
H 2.71 -2.80 2.69 0.109
H 2.25 -2.00 4.71 0.127
H 1.15 -0.93 3.90 0.115
H -0.14 -0.75 5.95 0.120
H -2.26 -2.14 6.93 0.093
H -2.17 -4.56 5.72 0.091
H -0.04 -4.51 4.06 0.100
C 6.96 -1.78 -0.39 -0.106
C 6.44 -2.49 -1.63 -0.264
C 4.94 -2.29 -1.85 -0.226
C 4.05 -2.85 -0.73 -0.240
C 4.23 -4.34 -0.45 -0.263
C 3.87 -5.24 -1.63 -0.104
H 6.50 -2.16 0.53 0.064
H 8.04 -1.92 -0.29 0.073
H 6.77 -0.70 -0.44 0.076
H 6.68 -3.55 -1.57 0.101
H 6.96 -2.10 -2.50 0.108
H 4.66 -2.75 -2.80 0.102
H 4.73 -1.23 -1.95 0.110
H 3.00 -2.67 -1.00 0.084
H 4.23 -2.30 0.19 0.095
H 3.58 -4.61 0.40 0.097
H 5.25 -4.55 -0.13 0.105
H 2.84 -5.08 -1.95 0.066
H 3.99 -6.29 -1.37 0.074
H 4.52 -5.04 -2.49 0.070
C 0.77 7.65 -2.10 -0.109
C 0.41 7.00 -3.44 -0.270
C -1.06 7.15 -3.81 -0.225
C -2.04 6.48 -2.84 -0.225
C -1.82 4.99 -2.64 -0.280
C -1.99 4.17 -3.92 -0.106
H 0.22 7.19 -1.27 0.063
H 1.83 7.54 -1.89 0.070
H 0.53 8.71 -2.11 0.078
H 0.70 5.95 -3.42 0.095
H 1.01 7.47 -4.22 0.106
H -1.21 6.75 -4.82 0.102
H -1.31 8.21 -3.87 0.113
H -3.06 6.64 -3.21 0.112
H -2.00 6.98 -1.87 0.104
H -2.54 4.63 -1.89 0.099
H -0.83 4.81 -2.22 0.092
H -2.99 4.30 -4.33 0.079
H -1.85 3.10 -3.71 0.046
H -1.27 4.45 -4.68 0.071
```

Properties
* energy relative to the best compared isomer or geometry (same formula, charge and spin): 0.0 kcal/mol
* LUMO level: -4.175 eV
* net charge: +1
* HOMO energy: -10.3 eV

# 3
ORCA calculation (ωB97M-V/def2-TZVPD) on a molecular structure, C29H59GaN5O10S2.

The geometry in XYZ format:
```
106
Properties=species:S:1:pos:R:3:lowdin_charge:R:1
C 4.37 0.27 2.94 -0.010
C 5.57 -0.68 2.35 -0.271
O 6.57 -1.07 3.16 -0.041
O 5.64 -1.15 0.94 -0.128
C 6.05 -0.03 0.05 -0.179
C 6.67 -0.57 -1.40 -0.163
C 5.49 -1.14 -2.40 -0.222
C 5.35 -2.78 -2.40 -0.214
C 3.95 -3.13 -1.59 -0.320
C 3.74 -4.72 -1.25 -0.327
Ga 1.92 -4.85 -0.20 0.158
C 1.67 -3.09 0.85 -0.312
C 2.32 -3.08 2.35 -0.232
N 1.78 -2.15 3.25 0.017
S 0.28 -4.90 -1.89 0.451
C -0.85 -3.47 -1.42 -0.534
C -2.03 -3.14 -2.51 -0.293
O -2.84 -4.18 -2.86 -0.058
O -2.28 -1.86 -3.17 -0.079
C -2.23 -0.72 -2.24 -0.138
C -3.59 -0.50 -1.34 -0.260
C -3.73 -1.50 -0.05 -0.043
O -3.76 0.89 -0.85 -0.107
C -2.52 1.40 -0.24 -0.284
O -2.11 1.07 1.01 -0.048
C -1.47 2.40 -1.06 -0.431
S 0.34 2.03 -0.58 0.616
H 3.85 -0.32 3.83 0.056
H 4.82 1.27 3.41 0.097
H 3.54 0.54 2.16 0.100
H 6.92 0.56 0.61 0.123
H 5.14 0.69 -0.15 0.111
H 7.19 0.34 -1.96 0.114
H 7.48 -1.41 -1.20 0.115
H 4.47 -0.70 -1.98 0.110
H 5.60 -0.75 -3.51 0.103
H 5.38 -3.25 -3.48 0.106
H 6.25 -3.22 -1.75 0.105
H 4.03 -2.58 -0.54 0.083
H 3.07 -2.64 -2.18 0.112
H 3.57 -5.27 -2.28 0.043
H 4.58 -5.20 -0.59 0.048
H 1.85 -6.15 0.75 -0.089
H 0.49 -2.95 1.00 0.049
H 2.00 -2.18 0.17 0.054
H 3.19 -3.75 2.75 0.105
H 2.26 -2.22 4.18 -0.031
H -1.41 -3.81 -0.42 0.094
H -0.13 -2.55 -1.21 0.067
H -1.25 -0.71 -1.55 0.140
H -2.13 0.26 -2.91 0.138
H -4.53 -0.73 -2.05 0.151
H -4.73 -2.14 -0.16 0.097
H -3.85 -0.92 0.98 0.101
H -2.84 -2.25 0.10 0.075
H -1.67 3.50 -0.65 0.095
H -1.61 2.36 -2.23 0.088
H 0.52 2.27 0.80 -0.109
C 3.71 -1.57 6.19 -0.337
O 2.57 -2.00 6.29 -0.005
N 4.86 -2.27 6.51 -0.195
C 6.18 -1.68 6.37 -0.071
C 4.74 -3.62 7.01 -0.049
H 3.91 -0.55 5.82 0.117
H 6.76 -2.30 5.67 0.086
H 6.67 -1.67 7.34 0.083
H 6.12 -0.66 5.98 0.080
H 4.23 -4.23 6.27 0.095
H 4.14 -3.61 7.93 0.090
H 5.73 -4.04 7.22 0.086
C 6.12 3.25 0.97 -0.311
O 5.25 2.69 0.31 -0.011
N 6.45 4.59 0.89 -0.206
C 7.49 5.18 1.70 -0.067
C 5.72 5.43 -0.04 -0.050
H 6.73 2.70 1.71 0.128
H 7.05 5.97 2.32 0.087
H 8.25 5.60 1.05 0.088
H 7.95 4.43 2.35 0.086
H 4.66 5.41 0.21 0.094
H 5.85 5.04 -1.05 0.094
H 6.09 6.46 0.01 0.086
C -8.45 1.74 -4.46 -0.332
O -8.80 1.81 -5.63 -0.013
N -7.44 0.93 -3.98 -0.198
C -7.08 0.89 -2.58 -0.060
C -6.72 0.08 -4.91 -0.048
H -8.93 2.34 -3.68 0.095
H -6.03 1.19 -2.47 0.075
H -7.22 -0.12 -2.20 0.091
H -7.71 1.58 -2.00 0.080
H -6.24 0.71 -5.67 0.091
H -7.42 -0.60 -5.40 0.092
H -5.95 -0.50 -4.38 0.081
C -11.42 2.49 -1.68 -0.296
O -10.34 2.23 -2.20 -0.006
N -12.08 3.70 -1.74 -0.206
C -13.36 3.92 -1.10 -0.068
C -11.46 4.79 -2.46 -0.046
H -11.98 1.72 -1.11 0.133
H -14.09 4.20 -1.86 0.089
H -13.26 4.72 -0.37 0.088
H -13.70 3.01 -0.59 0.084
H -11.31 4.49 -3.50 0.098
H -10.48 5.01 -2.02 0.094
H -12.09 5.69 -2.42 0.087
```

Properties
* LUMO level: 1.663 eV
* net charge: -1
* HOMO energy: -4.5 eV

# 4
ORCA calculation (ωB97M-V/def2-TZVPD) on a molecular structure, C29H59N10PZr.

The geometry in XYZ format:
```
100
Properties=species:S:1:pos:R:3:lowdin_charge:R:1
Zr 0.43 -0.53 0.14 1.755
C -3.63 -1.53 2.72 -0.015
N -2.31 -1.84 2.14 -0.115
C -1.20 -1.72 3.08 -0.028
C -2.15 -2.37 0.91 -0.395
N -0.96 -2.18 0.26 -0.135
C -0.43 -3.39 -0.44 -0.182
C 0.89 -3.75 0.21 -0.137
N 1.76 -2.54 0.23 -0.236
C 2.59 -2.55 1.48 -0.134
C 3.03 -1.17 1.86 -0.160
N 1.88 -0.27 1.67 -0.128
C 1.77 0.88 2.36 -0.387
N 2.00 1.00 3.65 -0.066
C 1.98 -0.14 4.57 0.013
C 2.39 2.28 4.30 0.030
N 1.32 1.93 1.55 -0.148
C 0.55 3.04 2.14 -0.034
C 2.35 2.42 0.60 -0.011
C 2.60 -2.51 -1.00 -0.126
C 2.83 -1.10 -1.51 -0.186
N 1.51 -0.43 -1.68 -0.117
C 1.29 0.14 -2.93 -0.382
N 2.27 0.73 -3.61 -0.107
C 3.40 1.41 -2.97 0.000
C 2.33 0.72 -5.08 0.015
N 0.06 0.08 -3.46 -0.113
C -0.84 -1.02 -3.14 -0.028
C -0.47 1.10 -4.37 -0.004
N -3.14 -3.06 0.36 -0.114
C -3.33 -3.16 -1.09 -0.007
C -4.08 -3.90 1.13 0.013
H -4.36 -1.38 1.93 0.099
H -3.54 -0.61 3.30 0.095
H -3.97 -2.31 3.39 0.111
H -0.92 -0.67 3.25 0.071
H -0.34 -2.27 2.72 0.070
H -1.50 -2.13 4.04 0.122
H -0.32 -3.21 -1.51 0.094
H -1.12 -4.23 -0.33 0.135
H 1.38 -4.57 -0.31 0.153
H 0.70 -4.07 1.23 0.129
H 3.44 -3.23 1.37 0.154
H 1.95 -2.95 2.28 0.119
H 3.86 -0.81 1.23 0.127
H 3.41 -1.18 2.88 0.120
H 1.53 -1.00 4.10 0.079
H 1.40 0.15 5.44 0.122
H 2.99 -0.38 4.90 0.119
H 2.78 2.98 3.57 0.094
H 3.18 2.04 5.00 0.121
H 1.55 2.70 4.85 0.117
H 1.20 3.85 2.48 0.106
H -0.05 2.69 2.97 0.098
H -0.09 3.44 1.36 0.081
H 3.04 3.10 1.11 0.117
H 1.86 2.97 -0.20 0.078
H 2.91 1.58 0.19 0.069
H 2.07 -3.06 -1.78 0.134
H 3.55 -3.02 -0.82 0.152
H 3.34 -1.16 -2.46 0.138
H 3.48 -0.52 -0.84 0.099
H 3.20 1.56 -1.91 0.061
H 3.52 2.38 -3.44 0.118
H 4.33 0.85 -3.10 0.114
H 1.66 -0.02 -5.48 0.105
H 3.35 0.46 -5.36 0.117
H 2.10 1.70 -5.49 0.110
H -0.30 -1.96 -3.11 0.093
H -1.59 -1.08 -3.92 0.122
H -1.37 -0.86 -2.19 0.029
H 0.15 1.99 -4.34 0.088
H -1.47 1.37 -4.02 0.105
H -0.54 0.73 -5.39 0.115
H -2.71 -2.43 -1.60 0.063
H -4.37 -2.96 -1.32 0.120
H -3.10 -4.16 -1.45 0.113
H -3.69 -4.09 2.12 0.103
H -4.16 -4.86 0.61 0.116
H -5.07 -3.46 1.19 0.111
C -2.51 1.64 1.79 -0.221
P -1.86 1.19 0.13 0.863
C -3.34 0.53 -0.71 -0.216
C -1.52 2.75 -0.70 -0.417
C -0.38 2.90 -1.49 -0.161
C -0.12 4.09 -2.14 -0.058
C -1.00 5.16 -2.01 -0.014
C -2.15 5.02 -1.23 -0.015
C -2.41 3.83 -0.58 -0.065
H -3.60 1.63 1.77 0.073
H -2.19 2.65 2.04 0.047
H -2.16 0.96 2.56 0.011
H -4.15 1.25 -0.62 0.076
H -3.65 -0.41 -0.24 0.029
H -3.14 0.36 -1.77 0.046
H 0.31 2.07 -1.60 0.058
H 0.77 4.21 -2.75 0.118
H -0.80 6.09 -2.52 0.133
H -2.84 5.85 -1.14 0.133
H -3.31 3.74 0.02 0.121
```

Properties
* energy relative to the best compared isomer or geometry (same formula, charge and spin): 0.0 kcal/mol
* LUMO level: -11.790 eV
* net charge: +4
* HOMO energy: -19.4 eV